Entry 1:
The following is a DFT calculation (ωB97M-V/def2-TZVPD) of C23H52LuP4S as an isolated structure.

energy	-3905.73435	Eh
LUMO level	-10.21	eV
HOMO-LUMO gap	0.192	Ha

```
! wB97M-V def2-TZVPD RIJCOSX def2/J DEFGRID3
* xyz 3 1
Lu -0.196 0.281 -0.311
P 2.534 1.433 1.008
P -2.025 2.159 0.219
P 0.698 1.955 -2.327
H 0.719 -4.989 1.152
C 1.045 -4.540 0.202
C 2.290 -4.041 0.100
H 2.989 -4.120 0.950
C 3.104 0.649 2.516
C 2.081 3.112 1.410
C 3.886 1.454 -0.157
C -3.567 1.849 -0.756
C -2.843 2.418 1.843
C -1.816 3.930 -0.237
C 1.973 1.087 -3.338
C 1.398 3.653 -2.248
C -0.624 2.220 -3.588
H 0.351 -4.586 -0.646
H 2.749 -3.725 -0.850
H 3.296 -0.421 2.369
H 2.359 0.749 3.314
H 4.032 1.166 2.792
H 1.167 3.184 2.012
H 1.953 3.738 0.520
H 2.931 3.494 2.005
H 3.965 0.516 -0.718
H 4.798 1.588 0.437
H 3.769 2.265 -0.881
H -4.274 2.677 -0.587
H -4.028 0.910 -0.423
H -3.337 1.762 -1.827
H -3.592 3.216 1.736
H -2.102 2.731 2.587
H -3.338 1.498 2.175
H -2.718 4.479 0.079
H -1.686 4.060 -1.319
H -0.949 4.351 0.288
H 1.978 1.519 -4.352
H 1.721 0.015 -3.399
H 2.965 1.198 -2.874
H 1.470 4.059 -3.270
H 2.392 3.642 -1.782
H 0.733 4.296 -1.654
H -0.137 2.441 -4.549
H -1.295 3.039 -3.284
H -1.225 1.308 -3.708
C -1.268 -1.746 -3.224
C -2.040 -1.655 -4.407
C -1.691 -2.372 -5.553
C -0.569 -3.206 -5.530
C 0.196 -3.289 -4.356
C -0.133 -2.577 -3.205
S -1.888 -0.915 -1.812
H 1.656 0.440 0.531
H -2.925 -1.013 -4.356
H -2.277 -2.244 -6.471
H -0.297 -3.748 -6.442
H 1.087 -3.909 -4.367
H 0.417 -2.675 -2.259
C -2.303 -2.790 1.387
C -2.142 -1.613 2.353
P -0.490 -0.777 2.249
C -0.580 0.432 3.668
C -0.107 -0.027 5.044
C 0.667 -2.135 2.739
C 0.189 -3.094 3.836
H -2.326 -2.461 0.338
H -3.257 -3.302 1.583
H -1.502 -3.535 1.485
H -2.907 -0.838 2.166
H -2.267 -1.937 3.398
H -0.014 1.326 3.354
H -1.632 0.744 3.729
H 0.922 -0.407 5.039
H -0.138 0.826 5.738
H -0.762 -0.792 5.478
H 0.920 -2.687 1.814
H 1.596 -1.650 3.071
H -0.793 -3.529 3.605
H 0.925 -3.907 3.927
H 0.146 -2.616 4.825
*
```

Entry 2:
The following is a DFT calculation (ωB97M-V/def2-TZVPD) of a single C5H9N3 molecule.

energy	-360.09627	Eh
LUMO level	0.91	eV
structure (SMILES)	CC1=CCN=C1NN
HOMO-LUMO gap	0.345	Ha

```
! wB97M-V def2-TZVPD RIJCOSX def2/J DEFGRID3
* xyz 0 1
C -0.525 1.991 0.112
C 0.314 0.794 -0.061
C 1.699 0.775 -0.206
C 2.194 -0.572 0.132
C -0.066 -0.577 0.033
H -1.406 2.025 -0.687
H -0.909 2.061 1.133
H 0.119 2.885 0.047
H 2.414 1.570 -0.426
H 2.922 -0.806 -0.751
H 2.749 -0.835 1.118
H -1.378 -1.963 0.238
H -3.022 -0.523 0.848
H -2.986 -0.394 -0.792
N 0.916 -1.410 0.056
N -1.357 -1.057 -0.217
N -2.445 -0.174 0.049
*
```

Entry 3:
The following is a DFT calculation (ωB97M-V/def2-TZVPD) of a 9-piece molecular cluster, C44H73BBrN4O31P2S overall.

energy	-7951.11475	Eh
LUMO level	-4.20	eV
HOMO-LUMO gap	0.245	Ha

```
! wB97M-V def2-TZVPD RIJCOSX def2/J DEFGRID3
* xyz 1 1
C 1.750 -5.449 0.767
C 0.166 -5.410 0.300
C 0.123 -4.534 -1.113
O 0.320 -3.086 -0.890
C -0.970 -2.404 -1.250
N -1.055 -0.969 -0.746
C -1.128 -1.000 0.659
N -1.170 -2.184 1.578
C 0.006 -2.338 2.488
C -2.501 -2.473 2.195
C -3.445 -3.631 1.442
O -3.011 -1.965 3.318
C -1.089 0.629 1.053
C 0.500 0.801 1.319
C 1.680 -0.034 0.646
N 2.732 -0.576 1.645
C -1.554 1.055 2.559
B -2.989 1.568 2.966
O -3.365 2.991 2.638
O -4.079 0.841 3.711
C -1.877 1.233 -0.298
C -1.974 2.853 -0.388
Br -1.947 3.729 -2.178
C -0.936 3.743 0.505
C -1.159 5.372 0.189
P -3.719 0.768 -0.585
O -4.072 -0.770 -0.446
O -4.923 1.494 0.503
O -4.404 1.508 -2.055
C -1.111 0.364 -1.522
C 0.306 1.043 -2.069
C 1.419 0.030 -2.671
C 2.985 0.626 -2.708
N 1.284 -1.221 -3.197
P -1.861 0.163 -3.259
S -3.221 -1.179 -3.551
H 2.459 -4.871 0.027
H 1.839 -4.903 1.809
H 2.061 -6.586 0.830
H -0.285 -6.491 0.169
H -0.472 -4.861 1.128
H -0.891 -4.740 -1.678
H 0.991 -4.929 -1.800
H -1.904 -2.993 -0.853
H -0.957 -2.481 -2.442
H -0.135 -3.366 3.077
H 0.961 -2.524 1.797
H 0.166 -1.494 3.283
H -2.692 -4.483 1.076
H -4.099 -3.191 0.575
H -4.110 -4.167 2.277
H 0.890 1.931 1.374
H 0.681 0.458 2.460
H 2.327 0.734 -0.006
H 1.475 -0.920 -0.063
H 3.250 -1.319 1.128
H 3.379 0.231 1.819
H -1.301 0.113 3.252
H -0.810 1.908 2.956
H -2.910 3.610 3.302
H -3.712 0.715 4.634
H -3.041 3.161 0.057
H -1.036 3.642 1.663
H 0.152 3.520 0.088
H -0.433 5.751 -0.677
H -0.765 5.926 1.169
H -2.281 5.653 0.014
H -5.773 0.985 0.288
H -4.597 2.477 -1.890
H 0.035 1.768 -2.981
H 0.787 1.783 -1.265
H 3.533 0.248 -3.677
H 3.020 1.784 -2.548
H 3.523 0.069 -1.798
H 2.223 -1.599 -3.517
H -0.835 -0.125 -4.275
H -2.472 1.393 -3.794
C -2.829 -1.102 7.510
C -1.563 -0.790 8.240
O -0.855 0.027 7.328
C -1.780 0.589 6.497
O -1.539 1.479 5.698
O -3.011 0.027 6.677
H -3.680 -1.226 8.186
H -2.741 -1.995 6.882
H -1.740 -0.222 9.160
H -0.990 -1.689 8.483
C -2.007 -4.583 -5.256
C -1.515 -3.760 -6.402
O -0.177 -3.470 -6.042
C 0.220 -4.444 -5.172
O 1.368 -4.602 -4.792
O -0.835 -5.219 -4.784
H -2.752 -5.322 -5.564
H -2.426 -3.971 -4.450
H -1.515 -4.314 -7.346
H -2.090 -2.839 -6.530
C -6.699 1.079 5.994
C -6.611 -0.340 5.533
O -6.736 -1.080 6.733
C -7.390 -0.280 7.626
O -7.815 -0.658 8.705
O -7.505 0.995 7.154
H -7.160 1.731 5.247
H -5.722 1.490 6.271
H -7.432 -0.613 4.862
H -5.660 -0.559 5.040
C 6.571 3.828 -2.377
C 5.519 4.803 -1.959
O 4.537 3.983 -1.354
C 5.169 2.845 -0.943
O 4.660 1.994 -0.233
O 6.443 2.785 -1.429
H 7.575 4.259 -2.345
H 6.390 3.420 -3.377
H 5.885 5.522 -1.219
H 5.098 5.350 -2.808
C 2.464 -1.162 -7.568
C 1.454 -2.021 -8.257
O 0.826 -1.126 -9.156
C 1.708 -0.111 -9.388
O 1.562 0.746 -10.244
O 2.775 -0.181 -8.540
H 3.359 -1.720 -7.280
H 2.055 -0.664 -6.682
H 1.917 -2.831 -8.830
H 0.727 -2.447 -7.562
C 2.703 -0.942 6.263
C 3.263 0.012 7.268
O 2.662 -0.402 8.480
C 2.314 -1.713 8.323
O 1.927 -2.436 9.226
O 2.457 -2.109 7.025
H 3.405 -1.149 5.451
H 1.757 -0.592 5.837
H 4.351 -0.074 7.365
H 3.007 1.051 7.044
C -1.152 9.500 -1.086
C -0.217 10.653 -0.922
O 0.914 10.071 -0.302
C 0.895 8.741 -0.611
O 1.810 7.968 -0.384
O -0.281 8.390 -1.209
H -1.783 9.598 -1.973
H -1.791 9.352 -0.209
H 0.089 11.084 -1.881
H -0.638 11.445 -0.295
C 5.941 -4.662 -5.990
C 5.578 -5.130 -4.617
O 5.209 -3.936 -3.954
C 4.833 -3.045 -4.918
O 4.296 -1.973 -4.695
O 5.136 -3.512 -6.165
H 5.721 -5.410 -6.756
H 6.994 -4.372 -6.067
H 4.721 -5.811 -4.621
H 6.416 -5.614 -4.108
*
```

Entry 4:
The following is a DFT calculation (ωB97M-V/def2-TZVPD) of C21H19N6O3S4V as an isolated structure.

energy	-3902.76143	Eh
LUMO level (alpha / beta)	-0.06 / -0.06	eV
HOMO-LUMO gap (alpha / beta)	0.291 / 0.302	Ha

```
! wB97M-V def2-TZVPD RIJCOSX def2/J DEFGRID3
* xyz 0 3
V 0.326 0.288 0.085
C 2.183 -5.789 -0.248
C 1.448 -4.768 -1.029
N 1.428 -4.662 -2.329
N 0.654 -3.571 -2.560
C 0.212 -2.994 -1.440
S -0.798 -1.612 -1.370
N 0.700 -3.774 -0.465
N 0.486 -3.599 0.916
H 2.199 -6.721 -0.807
H 1.704 -5.958 0.715
H 3.210 -5.464 -0.077
H 0.519 -3.216 -3.491
H 0.099 -2.658 1.001
H 1.422 -3.505 1.313
S -1.862 0.840 4.103
C -2.549 -0.648 3.544
C -3.340 -1.553 4.246
C -3.815 -2.658 3.570
C -3.527 -2.839 2.212
C -2.743 -1.939 1.519
C -2.219 -0.843 2.204
N -1.411 0.159 1.655
C -1.182 1.095 2.542
C -0.346 2.256 2.224
C -0.296 3.388 3.034
C 0.502 4.449 2.649
C 1.233 4.363 1.466
C 1.175 3.222 0.678
C 0.384 2.130 1.041
H -3.581 -1.389 5.287
H -4.425 -3.383 4.092
H -3.927 -3.699 1.691
H -2.540 -2.069 0.468
H -0.873 3.449 3.949
H 0.558 5.339 3.261
H 1.860 5.193 1.165
H 1.773 3.174 -0.226
C -1.149 3.109 -3.704
C -1.723 3.281 -2.455
C -1.350 2.426 -1.436
N -0.471 1.433 -1.602
C 0.066 1.263 -2.814
C -0.239 2.082 -3.886
H -1.409 3.767 -4.524
H -2.441 4.063 -2.259
H -1.764 2.530 -0.440
H 0.772 0.447 -2.903
H 0.236 1.906 -4.840
O 4.207 -0.330 0.292
S 2.862 -0.763 0.076
O 2.687 -2.005 -0.652
O 2.052 0.369 -0.692
S 1.726 -0.799 1.779
*
```

Entry 5:
The following is a DFT calculation (ωB97M-V/def2-TZVPD) of an isolated ion of composition C5H10NO and charge +1.

energy	-326.14715	Eh
LUMO level	-5.27	eV
structure (SMILES)	C=[N+]1CC(C)(O)C1
HOMO-LUMO gap	0.322	Ha

```
! wB97M-V def2-TZVPD RIJCOSX def2/J DEFGRID3
* xyz 1 1
C 0.362 0.556 0.822
C 0.243 2.650 -0.802
C -0.283 0.056 -1.124
C 0.124 -0.938 0.165
C -0.977 -1.747 0.820
N 0.111 1.364 -0.419
O 1.313 -1.454 -0.152
H 1.502 0.698 1.088
H -0.135 0.676 1.789
H 0.094 2.804 -1.942
H 0.790 3.464 -0.322
H 0.384 -0.226 -1.966
H -1.296 0.014 -1.278
H -1.188 -2.638 0.371
H -1.875 -1.177 0.689
H -0.772 -1.940 1.860
H 1.602 -2.162 0.402
*
```

Entry 6:
The following is a DFT calculation (ωB97M-V/def2-TZVPD) of a 2-piece molecular cluster, CN2O3 overall.

energy	-373.13018	Eh
LUMO level (alpha / beta)	-1.73 / -1.73	eV
HOMO-LUMO gap (alpha / beta)	0.276 / 0.276	Ha

```
! wB97M-V def2-TZVPD RIJCOSX def2/J DEFGRID3
* xyz 0 1
C -0.992 -0.065 0.060
N 0.726 1.273 0.030
N -0.145 -0.951 0.100
O -2.068 0.345 -0.058
O 1.657 0.625 -0.009
O 1.064 -1.205 -0.081
*
```

Entry 7:
The following is a DFT calculation (ωB97M-V/def2-TZVPD) of a single C4H9N3O molecule.

energy	-397.23937	Eh
LUMO level	0.52	eV
HOMO-LUMO gap	0.328	Ha

```
! wB97M-V def2-TZVPD RIJCOSX def2/J DEFGRID3
* xyz 0 1
C 1.475 1.083 0.963
C -0.006 -1.449 0.171
C -0.044 -0.190 -0.639
C 0.101 0.908 0.422
N -1.082 -1.692 0.879
N 1.020 -0.123 -1.581
O -1.383 -0.097 -1.256
N -0.867 1.586 0.868
H -1.811 -0.949 -1.439
H -1.965 -1.170 0.789
H -1.106 -2.500 1.480
H 0.939 0.702 -2.163
H 1.057 -0.948 -2.168
H -1.758 1.391 0.428
H 1.956 1.920 0.445
H 2.059 0.186 0.778
H 1.416 1.341 2.025
*
```

Entry 8:
The following is a DFT calculation (ωB97M-V/def2-TZVPD) of a single C3H4O2S molecule.

energy	-665.22774	Eh
LUMO level	-0.45	eV
HOMO-LUMO gap	0.294	Ha

```
! wB97M-V def2-TZVPD RIJCOSX def2/J DEFGRID3
* xyz 0 1
C -0.139 -0.437 0.507
C -0.614 0.199 -0.535
C 0.283 0.670 -1.684
O -0.457 1.371 -2.543
O 0.456 -0.673 -2.540
S -0.770 0.052 -3.549
H -0.668 -1.047 1.219
H 0.867 -0.758 0.534
H -1.558 0.545 -0.811
H 1.309 0.989 -1.520
*
```